Entry 1:
{
  "formula": "C6H15N2O",
  "method": "the ωB97M-V functional and the def2-TZVPD basis",
  "largest_force_ev_per_a": 1.42,
  "e_lumo_ev": [-3.87, -3.87],
  "e_homo_ha": [-0.4773, -0.4773],
  "relative_energy_ev": 2.971,
  "total_charge": 1,
  "symbols": ["C", "C", "C", "C", "C", "C", "N", "N", "O", "H", "H", "H", "H", "H", "H", "H", "H", "H", "H", "H", "H", "H", "H", "H"],
  "xyz": [[0.6561, -1.6312, -0.3692], [2.0063, 1.8079, 0.3233], [3.0697, -0.9891, -0.0581], [-1.0807, 1.1720, -0.6569], [-3.9042, -0.5653, 0.5929], [1.6433, -0.5397, -0.0923], [-2.2467, 0.9158, -0.1322], [1.2212, 0.6411, 0.0661], [-2.8744, -0.2807, -0.3433], [1.0205, -2.5797, 0.0204], [-0.3148, -1.4116, 0.0672], [0.5375, -1.7462, -1.4494], [1.4286, 2.4771, 0.9599], [2.2141, 2.3191, -0.6188], [2.9541, 1.5908, 0.8184], [3.7750, -0.1656, -0.0190], [3.2222, -1.6299, 0.8101], [3.2719, -1.5881, -0.9446], [-0.6800, 2.1631, -0.5427], [-2.7089, 1.5311, 0.5363], [-0.7065, 0.5052, -1.4113], [-4.2766, -1.5478, 0.3050], [-4.7167, 0.1628, 0.5245], [-3.5112, -0.6112, 1.6136]],
  "atomic_forces_ev_per_a": [[-0.1, -0.1, 0.0], [0.5, 0.1, 0.0], [0.1, 0.3, 0.0], [-1.2, -0.3, -0.1], [-0.4, 0.0, 0.6], [0.3, 0.0, 0.1], [1.0, 0.1, 0.3], [-1.4, -0.3, 0.0], [0.8, 0.1, -0.8], [-0.1, 0.0, 0.0], [0.0, 0.0, 0.0], [0.0, -0.1, 0.0], [0.1, 0.1, 0.0], [0.1, 0.1, 0.0], [0.0, 0.1, 0.0], [0.1, 0.0, 0.0], [0.0, -0.1, 0.0], [0.1, -0.1, 0.0], [-0.1, 0.1, 0.1], [0.1, 0.0, -0.1], [0.0, -0.1, 0.0], [0.1, 0.2, 0.0], [0.1, 0.0, 0.0], [0.0, 0.0, -0.1]]
}


Entry 2:
{
  "formula": "CHCl3NOP",
  "method": "the ωB97M-V functional and the def2-TZVPD basis",
  "largest_force_ev_per_a": 4.60,
  "smiles": "O=CN=P(Cl)(Cl)Cl",
  "e_lumo_ev": -0.26,
  "e_homo_ha": -0.3660,
  "relative_energy_ev": 0.690,
  "symbols": ["O", "C", "N", "P", "Cl", "Cl", "Cl", "H"],
  "xyz": [[-1.5747, -1.1406, -0.6840], [-1.6442, -0.1222, -0.0786], [-0.5245, 0.6540, 0.3331], [0.9897, 0.1871, 0.0231], [2.0049, 1.7686, 0.4769], [1.5924, -0.4001, -1.7393], [1.6378, -1.2562, 1.3714], [-2.4815, 0.3094, 0.2974]],
  "atomic_forces_ev_per_a": [[-0.4, -1.6, -1.1], [4.5, 0.6, 0.5], [1.1, -1.2, -1.2], [-3.2, -0.2, 2.2], [1.1, 0.8, 0.2], [0.2, -0.3, -0.6], [-0.2, 0.7, -1.0], [-3.1, 1.3, 0.9]]
}


Entry 3:
{
  "formula": "CH3IS2",
  "method": "the ωB97M-V functional and the def2-TZVPD basis",
  "largest_force_ev_per_a": 0.52,
  "e_lumo_ev": 0.10,
  "e_homo_ha": -0.3110,
  "relative_energy_ev": 0.257,
  "symbols": ["C", "S", "S", "I", "H", "H", "H"],
  "xyz": [[-0.7684, -0.5488, -0.0005], [2.0370, 0.3283, 0.0011], [0.0810, 1.0501, -0.0007], [-2.8716, -0.1620, 0.0002], [-0.5222, -1.1076, -0.8992], [-0.5215, -1.1078, 0.8979], [2.5657, 1.5478, 0.0013]],
  "atomic_forces_ev_per_a": [[0.2, 0.3, 0.0], [0.1, -0.5, 0.0], [-0.5, 0.1, 0.0], [0.3, -0.1, 0.0], [-0.1, 0.0, 0.0], [-0.1, 0.0, 0.0], [0.1, 0.3, 0.0]]
}